<one>
{"formula": "C2H5OP", "method": "ωB97M-V/def2-TZVPD", "symbols": ["O", "C", "C", "P", "H", "H", "H", "H", "H"], "positions_angstrom": [[-1.064, 1.093, 0.292], [-0.182, 0.297, -0.500], [0.027, -1.019, 0.059], [1.636, 0.351, -0.118], [-1.810, 1.252, -0.217], [-0.406, 0.312, -1.670], [-0.199, -1.117, 1.027], [0.549, -1.771, -0.578], [1.410, 1.265, 0.978]], "lumo_ev": 0.80, "orbital_gap_ev": 9.5, "smiles": "O[C@@H]1CP1"}


<two>
{"formula": "C2H5OP", "method": "ωB97M-V/def2-TZVPD", "symbols": ["C", "C", "P", "O", "H", "H", "H", "H", "H"], "positions_angstrom": [[-0.263, -0.175, -0.554], [0.646, 0.406, 0.595], [2.227, 0.324, -0.255], [3.059, -0.698, 0.396], [0.114, 0.388, -1.389], [-0.075, -1.319, -0.725], [-1.431, -0.039, -0.191], [0.419, 1.488, 0.700], [0.501, -0.125, 1.536]], "lumo_ev": -0.34, "orbital_gap_ev": 9.0, "smiles": "CCP=O"}


Energy ordering: <two> at the bottom, the next structure 155.4 kJ/mol above.


<one>
{"formula": "C3H5FO2P", "method": "ωB97M-V/def2-TZVPD", "symbols": ["C", "C", "C", "O", "O", "F", "P", "H", "H", "H", "H", "H"], "positions_angstrom": [[-0.799, -0.327, -2.327], [-0.390, 0.497, -1.287], [1.493, -0.005, 1.634], [-1.170, -1.010, 1.338], [-0.888, 1.329, 1.968], [2.124, -1.253, 1.532], [-0.242, -0.038, 1.953], [-1.697, -0.917, -2.279], [-0.055, -0.552, -3.097], [-1.017, 0.719, -0.452], [2.005, 0.620, 2.368], [0.634, 0.937, -1.353]], "lumo_ev": [4.04, 4.04], "orbital_gap_ev": [7.9, 7.9], "total_charge": -1}


<two>
{"formula": "C3H5FO2P", "method": "ωB97M-V/def2-TZVPD", "symbols": ["C", "C", "C", "O", "O", "F", "P", "H", "H", "H", "H", "H"], "positions_angstrom": [[1.943, 0.159, -0.430], [-1.257, 0.941, 0.388], [-0.191, -0.063, 0.429], [2.034, -0.783, -1.142], [2.399, 1.020, 0.277], [0.068, -0.206, 1.897], [-0.473, -1.665, -0.310], [-2.131, 0.563, -0.013], [-1.084, 1.725, -0.410], [-1.476, 1.414, 1.320], [0.817, -1.972, -0.405], [-0.649, -1.134, -1.602]], "lumo_ev": 4.16, "orbital_gap_ev": 6.4, "total_charge": -1}


Energy ordering: <one> at the bottom, the next structure 117.7 kJ/mol above.


<one>
{"formula": "C2H6N4", "method": "ωB97M-V/def2-TZVPD", "symbols": ["C", "N", "N", "C", "N", "N", "H", "H", "H", "H", "H", "H"], "positions_angstrom": [[-0.286, 0.293, -0.117], [-0.044, 1.541, -0.487], [-2.374, 0.399, 0.154], [2.198, -1.322, 0.285], [-0.650, -0.747, 0.351], [1.607, -0.413, -0.328], [0.898, 1.738, -0.791], [-0.836, 2.103, -0.751], [-2.709, 0.147, 1.083], [-2.805, -0.246, -0.510], [1.734, -1.997, 1.017], [3.268, -1.497, 0.094]], "lumo_ev": [0.05, 0.66], "orbital_gap_ev": [7.9, 9.2]}


<two>
{"formula": "C2H6N4", "method": "ωB97M-V/def2-TZVPD", "symbols": ["C", "N", "C", "N", "N", "N", "H", "H", "H", "H", "H", "H"], "positions_angstrom": [[0.418, -0.670, -1.022], [0.796, 0.513, -0.239], [-0.032, -0.745, 0.378], [-0.278, 2.281, -0.218], [-1.367, 2.006, -0.036], [0.281, -1.587, 1.302], [1.770, 0.588, 0.026], [-1.604, 0.845, 0.264], [0.300, -1.224, 2.250], [1.230, -1.320, -1.342], [-0.316, -0.483, -1.802], [-1.199, -0.203, 0.438]], "lumo_ev": [-0.41, -0.41], "orbital_gap_ev": [7.4, 7.4]}


<three>
{"formula": "C2H6N4", "method": "ωB97M-V/def2-TZVPD", "symbols": ["C", "N", "C", "N", "N", "N", "H", "H", "H", "H", "H", "H"], "positions_angstrom": [[-1.599, 0.062, 0.118], [-0.180, 0.071, 0.358], [0.712, 1.124, -0.178], [1.883, 0.745, -0.390], [1.856, -0.829, -0.029], [0.501, -1.136, 0.097], [-2.072, -0.643, 0.800], [-1.852, -0.213, -0.916], [-1.983, 1.060, 0.321], [0.291, 2.104, -0.304], [2.257, -0.789, 0.912], [0.185, -1.556, -0.790]], "lumo_ev": 0.91, "orbital_gap_ev": 9.4, "smiles": "CN1C=NNN1"}


Energy ordering: <three> at the bottom, the next structure 240.4 kJ/mol above.


<one>
{"formula": "C4H9O3", "method": "ωB97M-V/def2-TZVPD", "symbols": ["C", "C", "O", "H", "H", "H", "H", "H", "H", "C", "C", "O", "O", "H", "H", "H"], "positions_angstrom": [[0.897, -0.329, -1.875], [0.396, 1.122, -1.543], [1.501, -0.961, -0.780], [-0.104, -0.783, -1.994], [1.736, -0.237, -2.578], [0.877, 1.374, -0.581], [0.796, -1.345, -0.122], [-0.654, 1.265, -1.335], [0.815, 1.908, -2.228], [-0.972, 0.420, 1.871], [-0.783, -1.141, 1.686], [0.295, -1.665, 1.308], [-1.760, -1.766, 2.156], [-0.161, 1.038, 1.518], [-0.884, 0.522, 2.953], [-1.995, 0.576, 1.546]], "lumo_ev": 3.99, "orbital_gap_ev": 8.4, "total_charge": -1}


<two>
{"formula": "C4H9O3", "method": "ωB97M-V/def2-TZVPD", "symbols": ["C", "O", "C", "C", "C", "O", "H", "H", "H", "H", "H", "H", "H", "H", "H", "O"], "positions_angstrom": [[0.489, -0.484, -1.196], [-0.508, 0.156, -1.820], [0.004, -0.419, 0.421], [0.234, 1.048, 0.796], [1.471, 1.112, 1.765], [1.691, 1.997, 2.550], [0.585, -1.552, -1.212], [1.347, 0.084, -1.294], [-1.173, -0.544, 0.404], [0.377, -1.267, 0.915], [-0.474, 1.570, 1.536], [0.289, 1.720, -0.041], [2.216, 0.337, 1.623], [-2.445, -2.033, -1.797], [-1.607, -0.466, -1.491], [-2.497, -1.261, -1.157]], "lumo_ev": 3.77, "orbital_gap_ev": 7.5, "total_charge": -1}


<three>
{"formula": "C4H9O3", "method": "ωB97M-V/def2-TZVPD", "symbols": ["C", "C", "C", "O", "O", "H", "H", "H", "H", "H", "C", "O", "H", "H", "H", "H"], "positions_angstrom": [[-1.750, -0.841, -0.559], [-1.518, 0.307, 0.395], [-1.249, -0.557, -2.012], [-0.251, 0.181, -2.124], [-1.910, -1.135, -2.909], [-1.243, -1.765, -0.235], [-2.791, -1.186, -0.567], [-2.206, 0.243, 1.258], [-1.755, 1.323, 0.054], [-0.487, 0.427, 0.684], [2.637, 0.433, 0.626], [2.550, 1.041, 1.952], [1.851, 0.568, 2.422], [3.020, 1.240, 0.010], [3.410, -0.335, 0.657], [1.692, 0.055, 0.347]], "lumo_ev": 3.43, "orbital_gap_ev": 7.3, "total_charge": -1}


<four>
{"formula": "C4H9O3", "method": "ωB97M-V/def2-TZVPD", "symbols": ["C", "C", "O", "H", "H", "H", "H", "H", "H", "C", "C", "O", "O", "H", "H", "H"], "positions_angstrom": [[-0.186, 0.609, 1.874], [0.469, 0.280, 3.147], [-0.476, -0.561, 1.119], [-1.148, 1.147, 2.011], [0.484, 1.223, 1.312], [1.374, -0.387, 3.118], [0.074, -0.667, 0.315], [-0.130, -0.127, 3.954], [0.851, 1.155, 3.678], [-1.117, -0.763, -1.521], [0.205, -0.046, -1.814], [0.230, 0.810, -2.740], [1.091, -0.242, -0.923], [-1.685, -0.169, -0.902], [-1.111, -1.617, -0.874], [-1.688, -1.094, -2.368]], "lumo_ev": 3.85, "orbital_gap_ev": 8.2, "total_charge": -1}


Energy ordering: <four> at the bottom, the next structure 12.7 kJ/mol above.


<one>
{"formula": "C10H13N", "method": "ωB97M-V/def2-TZVPD", "symbols": ["C", "C", "C", "C", "C", "C", "C", "C", "C", "C", "N", "H", "H", "H", "H", "H", "H", "H", "H", "H", "H", "H", "H", "H"], "positions_angstrom": [[-0.982, 2.579, -0.323], [-0.829, 1.442, -1.309], [0.487, 0.686, -1.450], [0.650, -0.333, -0.451], [1.892, -0.599, -0.179], [2.305, -1.300, 1.053], [1.250, -1.566, 1.940], [-0.139, -1.220, 1.875], [-0.416, -0.786, 0.400], [-1.806, -0.446, 0.000], [-1.788, 0.409, -1.127], [-0.569, 2.294, 0.697], [-2.036, 3.001, -0.171], [-0.618, 3.598, -0.708], [-1.165, 2.134, -2.112], [1.333, 1.238, -1.388], [0.450, 0.391, -2.585], [2.727, 0.097, -0.705], [3.357, -1.427, 1.313], [1.393, -1.550, 3.141], [-0.779, -1.449, 2.710], [-2.285, -0.214, 0.936], [-2.111, -1.592, -0.410], [-1.649, -0.129, -2.168]], "lumo_ev": 0.74, "orbital_gap_ev": 9.1, "smiles": "C[C@H]1Cc2ccccc2CN1"}


<two>
{"formula": "C10H13N", "method": "ωB97M-V/def2-TZVPD", "symbols": ["C", "C", "C", "C", "C", "C", "N", "C", "C", "C", "C", "H", "H", "H", "H", "H", "H", "H", "H", "H", "H", "H", "H", "H"], "positions_angstrom": [[2.510, 0.204, -0.067], [1.602, 0.986, 0.502], [0.130, 0.681, 0.493], [-0.391, 1.142, 1.775], [-0.577, 1.334, -0.805], [-1.130, 0.189, -1.664], [-0.729, -1.070, -1.060], [-1.150, -2.328, -1.239], [-0.768, -3.049, -0.136], [-0.221, -2.190, 0.793], [-0.229, -1.001, 0.195], [3.601, 0.255, 0.043], [2.138, -0.762, -0.478], [1.976, 2.050, 0.724], [-0.193, 2.202, 2.016], [-0.038, 0.569, 2.744], [-1.508, 1.094, 1.925], [0.439, 1.725, -1.278], [-1.134, 2.170, -0.434], [-2.194, 0.380, -1.677], [-0.731, 0.443, -2.679], [-1.722, -2.789, -2.036], [-1.259, -3.999, 0.128], [0.414, -2.580, 1.592]], "lumo_ev": 0.91, "orbital_gap_ev": 9.0, "smiles": "C=C[C@@]1(C)CCn2cccc21"}


Energy ordering: <two> at the bottom, the next structure 183.6 kJ/mol above.


<one>
{"formula": "C4H3NO3", "method": "ωB97M-V/def2-TZVPD", "symbols": ["C", "C", "C", "C", "H", "H", "H", "N", "O", "O", "O"], "positions_angstrom": [[-0.562, 0.312, 1.184], [0.143, -0.918, -0.507], [0.759, 0.574, -1.535], [0.278, 0.379, -0.039], [-0.823, 0.472, 3.291], [0.246, 1.171, -2.250], [1.923, 0.602, -2.050], [-0.424, -1.826, 0.238], [-1.396, 1.066, 2.023], [-0.561, -1.048, 1.471], [0.418, -0.783, -1.827]], "lumo_ev": -1.75, "orbital_gap_ev": 7.5}


<two>
{"formula": "C4H3NO3", "method": "ωB97M-V/def2-TZVPD", "symbols": ["O", "C", "N", "C", "C", "O", "C", "O", "H", "H", "H"], "positions_angstrom": [[2.637, -0.119, 0.009], [1.589, -0.769, -0.016], [0.324, -0.313, -0.280], [0.018, 1.010, -0.230], [-1.310, 1.122, -0.010], [-1.948, -0.121, 0.107], [-0.840, -0.953, -0.043], [-1.181, -2.106, -0.135], [1.837, -1.897, 0.489], [0.705, 1.941, 0.098], [-1.831, 2.205, 0.009]], "lumo_ev": 0.33, "orbital_gap_ev": 9.9, "smiles": "O=Cn1ccoc1=O"}


<three>
{"formula": "C4H3NO3", "method": "ωB97M-V/def2-TZVPD", "symbols": ["C", "C", "C", "C", "H", "H", "H", "N", "O", "O", "O"], "positions_angstrom": [[-0.421, -0.946, -1.165], [0.927, -1.063, -1.093], [1.261, -0.149, 0.069], [-0.034, 0.566, 0.497], [-2.479, 0.235, 1.115], [-0.967, -1.541, -1.851], [1.521, -1.846, -1.551], [-0.963, -0.072, -0.211], [-2.277, 0.287, -0.311], [2.287, -0.006, 0.626], [-0.226, 1.370, 1.424]], "lumo_ev": -0.93, "orbital_gap_ev": 8.4}


Energy ordering: <two> at the bottom, the next structure 255.6 kJ/mol above.